Record 1
{"formula": "C25H28N10O2Tl", "method": "ωB97M-V with the def2-TZVPD basis set", "elements": ["Tl", "C", "N", "C", "N", "C", "N", "C", "C", "C", "C", "C", "C", "C", "N", "N", "C", "O", "C", "C", "C", "C", "C", "C", "N", "C", "N", "C", "N", "C", "H", "H", "H", "H", "H", "H", "H", "H", "H", "H", "H", "H", "H", "H", "H", "H", "C", "N", "C", "C", "O", "N", "C", "C", "H", "H", "H", "H", "H", "H", "H", "H", "H", "H", "H", "H"], "positions_angstrom": [[-2.150, 0.669, -2.196], [-2.476, -0.729, 3.715], [-2.117, -0.814, 2.304], [-2.613, -0.098, 1.276], [-1.967, -0.358, 0.171], [-0.974, -1.184, 0.567], [-0.993, -1.439, 1.854], [-1.910, 0.534, 4.343], [-2.513, 0.938, 5.536], [-2.118, 2.041, 6.161], [-1.015, 2.792, 5.699], [-0.341, 2.372, 4.588], [-0.786, 1.179, 3.899], [0.904, 3.055, 4.250], [1.569, 3.906, 4.976], [2.754, 4.121, 4.314], [2.691, 3.419, 3.201], [1.527, 2.655, 3.136], [3.614, 3.369, 2.085], [4.555, 4.373, 1.823], [5.368, 4.176, 0.714], [5.223, 3.100, -0.144], [4.205, 2.167, 0.119], [4.049, 0.958, -0.777], [2.803, 0.969, -1.521], [1.647, 0.447, -1.106], [0.678, 0.808, -1.941], [1.377, 1.543, -2.850], [2.649, 1.688, -2.615], [3.431, 2.282, 1.240], [-2.164, -1.674, 4.165], [-3.556, -0.569, 3.851], [-3.500, 0.547, 1.370], [-0.146, -1.598, 0.011], [-3.354, 0.389, 5.992], [-2.510, 2.332, 7.128], [-0.726, 3.696, 6.296], [-0.218, 0.947, 3.009], [4.600, 5.267, 2.349], [6.123, 4.887, 0.491], [5.887, 2.984, -0.991], [4.018, 0.033, -0.217], [4.847, 0.910, -1.518], [1.572, -0.091, -0.181], [0.923, 1.874, -3.765], [2.771, 1.442, 1.425], [-0.352, -1.885, -4.930], [-1.401, -2.903, -4.796], [-2.063, -3.354, -6.031], [-2.061, -2.933, -3.587], [-2.039, -1.932, -2.826], [-2.814, -4.079, -3.354], [-2.163, -5.396, -3.677], [-3.634, -3.908, -2.185], [0.406, -2.317, -5.567], [-0.033, -1.494, -3.932], [-0.750, -0.991, -5.399], [-2.280, -2.563, -6.701], [-2.969, -3.899, -5.753], [-1.458, -4.127, -6.628], [-2.200, -5.522, -4.771], [-2.846, -6.094, -3.212], [-1.231, -5.499, -3.243], [-4.276, -2.993, -2.289], [-3.193, -3.665, -1.227], [-4.282, -4.763, -2.128]], "charge": 1, "homo_lumo_gap_ha": 0.309, "lumo_energy_ev": -2.303, "relative_energy_kj_mol": 68.2}


Record 2
{"formula": "C25H28N2O14S", "method": "ωB97M-V with the def2-TZVPD basis set", "elements": ["C", "C", "C", "C", "C", "C", "N", "C", "S", "C", "C", "C", "C", "C", "O", "N", "C", "O", "H", "H", "H", "H", "H", "H", "H", "H", "H", "H", "H", "H", "O", "C", "O", "C", "C", "O", "H", "H", "H", "H", "O", "C", "O", "C", "C", "O", "H", "H", "H", "H", "O", "C", "O", "C", "C", "O", "H", "H", "H", "H", "O", "C", "O", "C", "C", "O", "H", "H", "H", "H"], "positions_angstrom": [[3.762, 0.244, 4.820], [2.257, 0.049, 4.116], [2.154, 1.204, 2.957], [2.822, 0.688, 1.532], [0.638, 1.743, 2.644], [0.270, 3.356, 2.429], [1.451, 4.333, 2.590], [1.563, 4.496, 3.973], [1.727, 4.831, 5.666], [-1.235, 3.925, 2.071], [-2.492, 2.834, 1.912], [-2.101, 1.258, 2.130], [-0.606, 0.688, 2.483], [-0.708, -0.943, 2.600], [0.176, -1.925, 2.412], [-2.199, -1.107, 2.949], [-2.966, -0.130, 2.034], [-4.064, -0.437, 1.313], [4.524, 0.222, 3.901], [3.881, 1.283, 5.344], [4.056, -0.677, 5.495], [2.338, -0.993, 3.539], [1.396, 0.068, 4.909], [2.850, 2.102, 3.322], [3.874, 0.216, 1.803], [2.916, 1.651, 0.846], [2.061, -0.112, 1.098], [-1.403, 5.082, 1.902], [-3.591, 3.132, 1.639], [-2.284, -0.583, 3.861], [1.180, -7.863, -0.547], [0.618, -6.818, -0.265], [-0.733, -6.683, -0.121], [-0.962, -5.396, 0.422], [0.258, -4.632, 0.021], [1.258, -5.631, -0.053], [-1.878, -4.961, 0.014], [-1.062, -5.484, 1.509], [0.154, -4.163, -0.963], [0.529, -3.866, 0.753], [-6.040, -6.232, -1.819], [-5.102, -7.008, -1.742], [-4.544, -7.430, -0.569], [-3.651, -8.479, -0.893], [-3.315, -8.215, -2.324], [-4.473, -7.567, -2.817], [-2.770, -8.452, -0.246], [-4.166, -9.436, -0.753], [-2.459, -7.542, -2.436], [-3.119, -9.135, -2.882], [3.113, 1.792, -1.184], [2.141, 2.326, -1.690], [1.891, 2.362, -3.032], [0.576, 2.862, -3.192], [0.348, 3.636, -1.934], [1.161, 2.967, -0.988], [0.506, 3.488, -4.085], [-0.113, 2.017, -3.294], [0.682, 4.675, -2.016], [-0.700, 3.623, -1.623], [0.130, 7.795, -2.556], [0.505, 7.379, -3.639], [0.820, 6.076, -3.899], [0.985, 5.964, -5.300], [1.320, 7.359, -5.718], [0.665, 8.156, -4.750], [1.781, 5.255, -5.541], [0.047, 5.610, -5.739], [2.395, 7.562, -5.675], [0.955, 7.591, -6.723]], "charge": 0, "smiles": "CC[C@@H](C)c1c(N=C=S)ccc2c1C(=O)NC2=O.O=C1OCCO1.O=C1OCCO1.O=C1OCCO1.O=C1OCCO1", "homo_lumo_gap_ha": 0.277, "lumo_energy_ev": -1.694}


Record 3
{"formula": "C25H28N2O2", "method": "ωB97M-V with the def2-TZVPD basis set", "elements": ["C", "O", "C", "C", "C", "C", "N", "C", "C", "C", "C", "N", "C", "C", "C", "C", "C", "C", "C", "C", "C", "O", "C", "C", "C", "C", "C", "C", "C", "H", "H", "H", "H", "H", "H", "H", "H", "H", "H", "H", "H", "H", "H", "H", "H", "H", "H", "H", "H", "H", "H", "H", "H", "H", "H", "H", "H"], "positions_angstrom": [[-2.696, 0.506, 0.630], [-2.749, -0.489, -0.362], [-2.175, -0.222, -1.567], [-1.656, 1.007, -1.941], [-1.011, 1.174, -3.163], [-0.359, 2.490, -3.473], [0.988, 2.575, -2.888], [1.076, 2.286, -1.505], [1.159, 3.288, -0.545], [1.214, 2.988, 0.802], [1.180, 1.660, 1.243], [1.161, 1.358, 2.578], [1.112, 0.005, 3.086], [0.985, 0.191, 4.595], [1.813, 1.450, 4.839], [1.487, 2.311, 3.618], [1.136, 0.653, 0.269], [1.093, 0.962, -1.074], [-0.929, 0.105, -4.037], [-1.487, -1.116, -3.697], [-2.104, -1.297, -2.471], [-2.688, -2.489, -2.103], [-1.820, -3.612, -2.083], [-0.709, -3.424, -1.081], [-1.007, -3.397, 0.276], [-0.006, -3.194, 1.208], [1.302, -3.010, 0.792], [1.603, -3.013, -0.559], [0.600, -3.215, -1.492], [-3.307, 1.375, 0.365], [-1.667, 0.829, 0.819], [-3.105, 0.045, 1.529], [-1.715, 1.849, -1.269], [-0.241, 2.608, -4.554], [-1.006, 3.304, -3.103], [1.352, 3.507, -3.068], [1.175, 4.326, -0.855], [1.263, 3.796, 1.516], [2.033, -0.546, 2.840], [0.263, -0.537, 2.660], [-0.057, 0.371, 4.862], [1.348, -0.670, 5.152], [2.874, 1.200, 4.848], [1.565, 1.947, 5.774], [0.626, 2.964, 3.820], [2.335, 2.941, 3.328], [1.138, -0.385, 0.559], [1.071, 0.167, -1.802], [-0.428, 0.221, -4.986], [-1.438, -1.941, -4.392], [-2.462, -4.450, -1.796], [-1.404, -3.809, -3.080], [-2.031, -3.530, 0.592], [-0.245, -3.184, 2.262], [2.087, -2.863, 1.520], [2.619, -2.853, -0.888], [0.838, -3.214, -2.546]], "charge": 0, "smiles": "COc1cc(CNc2ccc(N3CCCC3)cc2)ccc1OCc1ccccc1", "homo_lumo_gap_ha": 0.286, "lumo_energy_ev": 0.740, "relative_energy_kj_mol": 204.4}


Record 4
{"formula": "C25H28N2O5", "method": "ωB97M-V with the def2-TZVPD basis set", "elements": ["C", "O", "C", "C", "C", "C", "C", "O", "C", "C", "O", "C", "O", "N", "C", "C", "N", "C", "C", "O", "C", "C", "C", "C", "C", "C", "C", "C", "C", "C", "C", "C", "H", "H", "H", "H", "H", "H", "H", "H", "H", "H", "H", "H", "H", "H", "H", "H", "H", "H", "H", "H", "H", "H", "H", "H", "H", "H", "H", "H"], "positions_angstrom": [[-7.743, -1.237, -0.757], [-6.386, -1.618, -0.720], [-5.464, -0.713, -0.317], [-4.140, -1.163, -0.280], [-3.120, -0.325, 0.103], [-3.386, 0.997, 0.468], [-2.351, 1.947, 0.878], [-2.778, 2.888, 1.711], [-1.056, 1.986, 0.421], [-0.211, 3.103, 0.744], [-0.456, 4.003, 1.545], [0.996, 3.029, -0.172], [1.882, 3.850, -0.275], [0.860, 1.887, -0.886], [1.682, 1.511, -2.017], [3.207, 1.688, -1.829], [3.901, 0.781, -0.950], [3.792, -0.625, -1.287], [4.807, -1.406, -0.450], [4.587, -1.216, 0.927], [4.683, 0.154, 1.253], [3.669, 0.985, 0.467], [-0.328, 1.101, -0.551], [0.126, -0.219, 0.041], [0.206, -1.360, -0.747], [0.759, -2.525, -0.242], [1.243, -2.578, 1.058], [1.918, -3.801, 1.590], [1.121, -1.446, 1.856], [0.577, -0.280, 1.356], [-4.712, 1.433, 0.455], [-5.739, 0.600, 0.061], [-8.285, -2.117, -1.098], [-7.909, -0.415, -1.459], [-8.105, -0.950, 0.235], [-3.942, -2.187, -0.552], [-2.116, -0.708, 0.158], [-2.031, 3.531, 1.882], [1.393, 2.130, -2.877], [1.461, 0.468, -2.254], [3.654, 1.576, -2.822], [3.397, 2.702, -1.476], [4.015, -0.753, -2.348], [2.790, -1.033, -1.076], [4.713, -2.478, -0.633], [5.823, -1.075, -0.713], [4.494, 0.227, 2.325], [5.698, 0.515, 1.033], [3.797, 2.043, 0.697], [2.658, 0.672, 0.768], [-0.917, 0.918, -1.461], [-0.165, -1.340, -1.763], [0.828, -3.397, -0.876], [1.531, -4.060, 2.574], [2.985, -3.601, 1.693], [1.785, -4.648, 0.922], [1.482, -1.473, 2.873], [0.503, 0.596, 1.985], [-4.931, 2.448, 0.748], [-6.748, 0.981, 0.054]], "charge": 0, "smiles": "COc1ccc(/C(O)=C2/C(=O)C(=O)N(CCN3CCOCC3)[C@H]2c2ccc(C)cc2)cc1", "homo_lumo_gap_ha": 0.287, "lumo_energy_ev": -0.406, "relative_energy_kj_mol": 240.3}


Record 5
{"formula": "C25H28N3O4PV", "method": "ωB97M-V with the def2-TZVPD basis set", "elements": ["V", "N", "C", "C", "O", "N", "C", "C", "O", "O", "H", "H", "H", "H", "H", "H", "N", "C", "C", "C", "C", "C", "C", "P", "C", "C", "C", "C", "C", "C", "C", "C", "C", "C", "C", "C", "H", "H", "H", "H", "H", "H", "H", "H", "H", "H", "H", "H", "H", "H", "H", "H", "C", "C", "C", "O", "H", "H", "H", "H", "H", "H"], "positions_angstrom": [[0.498, -0.276, 1.726], [0.441, -0.737, 3.870], [-0.172, 0.463, 4.490], [0.436, 1.699, 3.829], [0.709, 2.679, 4.485], [0.660, 1.524, 2.490], [1.802, 2.220, 1.937], [2.911, 1.178, 1.701], [4.059, 1.473, 1.502], [2.457, -0.069, 1.696], [-0.010, -1.580, 4.216], [1.418, -0.791, 4.152], [0.009, 0.522, 5.561], [-1.250, 0.431, 4.325], [2.161, 3.004, 2.602], [1.572, 2.677, 0.971], [0.993, -2.353, 1.079], [1.286, -2.636, -0.326], [1.774, -3.889, -0.673], [2.091, -4.168, -1.992], [1.934, -3.192, -2.967], [1.447, -1.945, -2.619], [1.106, -1.657, -1.298], [0.436, -0.040, -0.826], [1.327, 1.137, -1.868], [0.738, 1.824, -2.925], [1.502, 2.688, -3.696], [2.850, 2.864, -3.420], [3.445, 2.166, -2.377], [2.688, 1.302, -1.603], [-1.279, -0.049, -1.428], [-2.039, 1.109, -1.244], [-3.369, 1.144, -1.634], [-3.962, 0.015, -2.189], [-3.219, -1.144, -2.351], [-1.881, -1.177, -1.975], [0.382, -3.084, 1.437], [1.874, -2.430, 1.590], [1.919, -4.642, 0.092], [2.475, -5.144, -2.256], [2.198, -3.402, -3.995], [1.337, -1.175, -3.374], [-0.312, 1.688, -3.157], [1.040, 3.222, -4.516], [3.440, 3.542, -4.023], [4.496, 2.294, -2.158], [3.169, 0.751, -0.805], [-1.583, 1.995, -0.814], [-3.942, 2.055, -1.515], [-4.999, 0.044, -2.498], [-3.675, -2.025, -2.784], [-1.309, -2.085, -2.121], [-3.815, -0.909, 1.502], [-2.643, -0.031, 1.770], [-2.881, 1.410, 2.071], [-1.501, -0.486, 1.697], [-4.354, -0.512, 0.638], [-4.504, -0.877, 2.347], [-3.499, -1.929, 1.300], [-3.638, 1.526, 2.846], [-3.289, 1.869, 1.167], [-1.955, 1.915, 2.336]], "charge": 1, "spin_multiplicity": 3, "homo_lumo_gap_ha": [0.298, 0.304], "lumo_energy_ev": [-3.341, -3.217], "relative_energy_kj_mol": 11.6}


Record 6
{"formula": "C25H28N3O5S3V", "method": "ωB97M-V with the def2-TZVPD basis set", "elements": ["V", "C", "C", "C", "C", "C", "H", "H", "H", "H", "H", "C", "C", "C", "C", "N", "C", "C", "C", "C", "C", "C", "N", "H", "H", "H", "H", "H", "H", "H", "H", "C", "S", "O", "C", "C", "C", "C", "C", "C", "H", "H", "H", "H", "H", "H", "H", "H", "C", "N", "C", "C", "O", "H", "H", "H", "H", "H", "H", "H", "O", "S", "O", "O", "S"], "positions_angstrom": [[-0.024, -0.107, 0.622], [-1.717, 1.412, 3.315], [-2.837, 1.100, 2.510], [-2.524, 1.397, 1.204], [-1.164, 1.835, 1.138], [-0.721, 1.893, 2.499], [-1.667, 1.300, 4.388], [-3.768, 0.692, 2.869], [-3.222, 1.384, 0.380], [-0.788, 2.490, 0.349], [0.204, 2.318, 2.851], [3.858, -1.231, -0.595], [3.860, -0.712, -1.900], [2.650, -0.330, -2.448], [1.491, -0.405, -1.675], [1.533, -0.721, -0.333], [2.696, -1.215, 0.136], [0.125, -0.339, -2.122], [-0.299, -0.516, -3.437], [-1.637, -0.912, -3.659], [-2.478, -1.090, -2.617], [-2.071, -0.746, -1.220], [-0.705, -0.330, -1.062], [4.759, -1.644, -0.168], [4.772, -0.659, -2.473], [2.585, -0.002, -3.476], [2.674, -1.616, 1.145], [0.396, -0.451, -4.260], [-1.965, -1.127, -4.668], [-3.494, -1.430, -2.748], [-2.735, 0.048, -0.843], [3.682, 2.059, 2.767], [2.720, 1.432, 1.317], [1.614, 0.689, 1.956], [2.082, 3.018, 0.706], [1.942, 3.079, -0.679], [1.461, 4.224, -1.280], [1.095, 5.320, -0.506], [1.206, 5.248, 0.875], [1.697, 4.107, 1.483], [3.087, 2.728, 3.375], [4.566, 2.564, 2.395], [3.958, 1.190, 3.356], [2.238, 2.224, -1.275], [1.373, 4.271, -2.355], [0.727, 6.222, -0.977], [0.906, 6.093, 1.478], [1.791, 4.084, 2.558], [-0.390, -3.361, -0.721], [-1.807, -3.208, -0.496], [-2.620, -4.007, -1.369], [-2.294, -1.914, -0.178], [-1.639, -1.422, 0.972], [-0.151, -4.419, -0.614], [0.171, -2.803, 0.033], [-0.078, -3.021, -1.721], [-2.377, -5.053, -1.184], [-2.443, -3.760, -2.427], [-3.666, -3.851, -1.118], [-3.372, -2.012, 0.016], [-3.017, -4.519, 3.303], [-2.800, -4.175, 1.911], [-3.955, -3.600, 1.249], [-2.071, -5.190, 1.183], [-1.423, -2.524, 2.266]], "charge": -1, "spin_multiplicity": 4, "homo_lumo_gap_ha": [0.176, 0.210], "lumo_energy_ev": [1.802, 1.795], "relative_energy_kj_mol": 142.7}


no.,electronic energy (Ha)
1,-1839.77527
2,-2530.01549
3,-1229.41540
4,-1455.16230
5,-2719.98358
6,-3648.39690